Below is a 2-piece molecular cluster, C3H11N2S overall, with properties calculated with ωB97M-V with the def2-TZVPD basis set.

Kohn-Sham gap = 5.9916 eV
maximum force = 0.8 eV/Å
relative energy (zero: lowest compared OMol25 entry of this formula, charge and spin) = 38.7 kJ/mol
DFT total energy = -17105.2001 eV
highest occupied orbital energy = -2.24 eV

```
! wB97M-V def2-TZVPD RIJCOSX def2/J DEFGRID3
* xyz -1 1
C 2.270 -0.798 1.837
S 2.089 -0.706 0.023
H 3.123 -0.193 2.160
H 1.383 -0.377 2.333
H 2.422 -1.816 2.190
C -0.810 0.451 -0.434
C -2.309 0.600 -0.606
N -3.051 0.097 0.548
N -0.141 0.877 -1.665
H -0.434 1.020 0.437
H -0.554 -0.595 -0.288
H -2.536 1.651 -0.855
H -2.630 0.029 -1.486
H -4.046 0.056 0.394
H -2.823 0.574 1.405
H 0.019 1.879 -1.667
H 0.786 0.440 -1.675
*
```

Here are the Löwdin charges for atoms 1 to 2, given in e: atom 1 (C): -0.711, atom 2 (S): 0.136